Record 1
Below is a structure of composition C4H6O2Sn in a non-equilibrium geometry, with properties calculated with wB97M-V/def2-TZVPD.

Properties
Multiplicity: 2
Calculated total energy (eV): -14169.694
LUMO energy (alpha / beta) (eV): 3.592 / 3.557
Total charge: -1
Relative energy (zero: lowest compared OMol25 entry of this formula, charge and spin) (kJ/mol): 14.7

Structure (XYZ):
```
13
C4H6O2Sn wB97M-V/def2-TZVPD
O 1.7063 -1.4816 -0.9720
C 1.1916 -1.2749 0.3423
H 1.8081 -2.4341 -1.0758
H 2.0002 -0.8207 0.9417
C -0.0837 -0.5030 0.3613
C -0.0609 0.8192 0.0834
C -1.2819 1.6464 -0.2779
O -2.4950 1.0450 0.0173
Sn -2.1384 -0.6591 0.8362
H 0.8849 1.3978 0.0981
H 0.8581 -2.2633 0.7754
H -1.2107 1.8957 -1.3638
H -1.1786 2.6324 0.2339
```

---

Record 2
Below is a structure of composition C4H6O2Tl in a non-equilibrium geometry, with properties calculated with wB97M-V/def2-TZVPD.

Properties
Multiplicity: 1
Calculated total energy (eV): -13027.475
LUMO energy (eV): 3.280
Total charge: -1
Relative energy (zero: lowest compared OMol25 entry of this formula, charge and spin) (kJ/mol): 309.3

Structure (XYZ):
```
13
C4H6O2Tl wB97M-V/def2-TZVPD
O 0.8722 0.8733 -1.3198
C 0.0518 -0.1909 1.9757
Tl -0.4586 -0.6032 -0.4105
O -1.1981 0.1133 1.6561
C -2.1264 0.6434 2.6338
H -3.1500 0.5027 2.2632
H -1.9648 0.0970 3.5733
H -1.9357 1.7177 2.7529
C 1.6878 0.7601 -2.2781
C 2.0054 -0.6973 -2.6222
H 2.2939 -1.3229 -1.7503
H 1.1151 -1.1493 -3.0971
H 2.8075 -0.7439 -3.3769
```

---

Record 3
Below is a structure of composition C4H6O2V in a non-equilibrium geometry, with properties calculated with wB97M-V/def2-TZVPD.

Properties
Multiplicity: 4
Calculated total energy (eV): -34021.290
LUMO energy (alpha / beta) (eV): -0.703 / -0.834
Total charge: 0
Relative energy (zero: lowest compared OMol25 entry of this formula, charge and spin) (kJ/mol): 0.0

Structure (XYZ):
```
13
C4H6O2V wB97M-V/def2-TZVPD
O 0.8299 -2.6787 -1.1142
C -0.2577 -1.9356 -0.6117
H 0.7455 -2.7264 -2.0718
H -0.7406 -2.5159 0.1871
C -0.0194 -0.5323 -0.3389
C 0.5574 -0.1644 0.8626
C 1.6284 0.9184 0.9965
O 1.2827 2.1373 0.4002
V -0.3887 1.6725 -0.3178
H 0.3631 -0.7607 1.7697
H -0.8488 -1.3248 -1.5460
H 2.5701 0.5234 0.5589
H 1.8415 1.0566 2.0783
```

---

Record 4
Below is a structure of composition C4H6O3Sn in a non-equilibrium geometry, with properties calculated with wB97M-V/def2-TZVPD.

Properties
Multiplicity: 1
Calculated total energy (eV): -16212.850
LUMO energy (alpha / beta) (eV): -0.218 / -0.219
Total charge: 0
Relative energy (zero: lowest compared OMol25 entry of this formula, charge and spin) (kJ/mol): 11.3

Structure (XYZ):
```
14
C4H6O3Sn wB97M-V/def2-TZVPD
H 4.3514 -1.1347 0.2693
O 4.1529 -0.2630 -0.0690
C 0.7978 1.3135 0.5153
O 0.4232 0.6779 -0.6974
O 0.9370 2.5218 0.4358
Sn 2.6168 0.6214 0.0148
C -0.8029 0.0046 -0.9735
C -1.3478 -0.8361 0.1381
C -2.4749 -0.5587 0.7934
H -0.5642 -0.6289 -1.8392
H -1.5114 0.7935 -1.2588
H -0.7316 -1.6879 0.4433
H -2.8445 -1.2103 1.5872
H -3.0017 0.3870 0.6406
```

---

Record 5
Below is a structure of composition C4H6O3Tl in a non-equilibrium geometry, with properties calculated with wB97M-V/def2-TZVPD.

Properties
Multiplicity: 2
Calculated total energy (eV): -15057.870
LUMO energy (alpha / beta) (eV): -9.426 / -14.077
Total charge: +2
Relative energy (zero: lowest compared OMol25 entry of this formula, charge and spin) (kJ/mol): 169.1

Structure (XYZ):
```
14
C4H6O3Tl wB97M-V/def2-TZVPD
H -2.4328 0.2828 -1.4896
O -0.4798 0.8245 -0.2455
C 0.2064 -0.0662 0.4634
O -0.0901 -1.2522 0.5483
Tl -1.3879 -2.4554 -0.3829
O 1.2213 0.4967 1.0233
C 1.6779 -0.0135 2.2882
H 0.8160 -0.2891 2.9055
H 2.3269 -0.8799 2.1210
H 2.2351 0.8072 2.7445
C -1.2569 0.3442 -1.2685
C -1.0721 0.7275 -2.5440
H -0.1558 1.2549 -2.8177
H -1.6080 0.2185 -3.3460
```

---

Record 6
Below is the molecule C4H6O4 in a non-equilibrium geometry, with properties calculated with wB97M-V/def2-TZVPD.

Properties
Multiplicity: 1
Calculated total energy (eV): -12435.060
LUMO energy (eV): 0.558
SMILES: O=C(O)CCC(=O)O
Total charge: 0
Relative energy (zero: lowest compared OMol25 entry of this formula, charge and spin) (kJ/mol): 107.3

Structure (XYZ):
```
14
C4H6O4 wB97M-V/def2-TZVPD
O 2.3135 0.1901 -1.4956
C 1.2834 -0.3496 -1.3489
O 1.1934 -1.6223 -1.8032
C -0.0200 0.2328 -0.7993
C -0.0567 -0.1512 0.6688
C -1.3832 0.3419 1.2329
O -2.4790 0.1627 0.9605
O -0.9774 1.0981 2.3375
H 2.0642 -1.9905 -1.9135
H -0.9711 0.0451 -1.3374
H -0.0707 1.2893 -1.0531
H 0.8418 0.1651 1.2027
H -0.1609 -1.3017 0.7608
H -1.5772 1.8902 2.5878
```

---

Record 7
Below is a structure of composition C4H6O5Sm in a non-equilibrium geometry, with properties calculated with wB97M-V/def2-TZVPD.

Properties
Multiplicity: 8
Calculated total energy (eV): -32374.042
LUMO energy (alpha / beta) (eV): -3.897 / -4.693
Total charge: +1
Relative energy (zero: lowest compared OMol25 entry of this formula, charge and spin) (kJ/mol): 65.7

Structure (XYZ):
```
16
C4H6O5Sm wB97M-V/def2-TZVPD
O 2.1574 -2.4158 1.4700
C 1.2751 -1.6505 0.8733
O 1.4723 -0.3360 1.0070
O 0.1964 -2.1280 0.5570
H 2.9417 -1.9397 1.7739
Sm 3.6734 1.2349 0.7670
H 0.4731 0.1586 1.2983
C -2.0736 -0.9969 0.9589
C -1.8694 0.1075 1.7588
O -2.3512 0.1064 3.0629
C -3.5017 -0.4772 3.3505
O -3.5988 -0.4149 4.6529
H -2.0925 -0.7945 -0.1131
H -2.5746 -1.8779 1.3619
H -2.0883 1.0844 1.3190
H -4.3140 -0.9931 4.9445
```

---

Record 8
Below is a structure of composition C4H6O5Sm in a non-equilibrium geometry, with properties calculated with wB97M-V/def2-TZVPD.

Properties
Multiplicity: 7
Calculated total energy (eV): -32367.308
LUMO energy (alpha / beta) (eV): -9.145 / -8.991
Total charge: +2

Structure (XYZ):
```
16
C4H6O5Sm wB97M-V/def2-TZVPD
O 3.5388 -0.3931 1.3893
C 3.4295 0.6275 0.5890
O 2.1387 1.1194 0.4514
O 4.3354 1.1606 0.0297
H 2.7284 -0.7365 1.7873
C 1.6670 3.8073 -4.2400
C 0.4554 4.1101 -3.8099
O -0.2197 3.2283 -2.9377
C -1.5317 3.3428 -2.7932
O -1.7717 2.4043 -1.8827
Sm 0.1477 1.3934 -1.1168
H 2.1295 4.4718 -4.9689
H 2.1816 2.8887 -3.9566
H -0.1583 4.9612 -4.0978
H 2.0100 1.7070 1.2268
H -2.7113 2.2605 -1.6922
```

---

Record 9
Below is a structure of composition C4H6O7Sm in a non-equilibrium geometry, with properties calculated with wB97M-V/def2-TZVPD.

Properties
Multiplicity: 7
Calculated total energy (eV): -36465.120
LUMO energy (alpha / beta) (eV): -8.227 / -8.084
Total charge: +2

Structure (XYZ):
```
18
C4H6O7Sm wB97M-V/def2-TZVPD
O 0.0528 -1.4183 0.6935
C -0.3285 -0.1273 0.4760
C -0.6854 0.1345 -0.9868
O -1.9729 -0.4579 -1.2253
C -2.7437 -0.3693 -0.1804
O -2.1993 -0.2790 0.9390
O -3.9854 -0.1569 -0.4478
H 0.1630 -1.6113 1.6336
H -0.3340 0.5540 1.3292
H 0.0089 -0.3658 -1.6683
H -0.7621 1.2038 -1.2018
H -4.2678 0.7389 -0.2053
O 2.9996 -1.1148 0.0250
C 2.8690 0.1735 -0.0210
O 1.8034 0.8206 0.3653
O 3.7752 0.8727 -0.5278
Sm 3.3469 2.9185 0.4731
H 2.2603 -1.5160 0.5300
```

---

Record 10
Below is a structure of composition C4H6O7Tl in a non-equilibrium geometry, with properties calculated with wB97M-V/def2-TZVPD.

Properties
Multiplicity: 1
Calculated total energy (eV): -23272.699
LUMO energy (eV): 1.165
Total charge: -1
Relative energy (zero: lowest compared OMol25 entry of this formula, charge and spin) (kJ/mol): 92.4

Structure (XYZ):
```
18
C4H6O7Tl wB97M-V/def2-TZVPD
O -0.8209 -1.0855 4.8832
C -1.6305 -0.6405 4.0301
O -2.5304 0.1908 4.3088
O -1.5040 -1.1150 2.7844
O -2.5767 -0.6321 -0.6384
C -1.9517 -1.2398 0.4570
C -2.4039 -0.6409 1.7838
Tl -1.6389 0.2258 6.9836
H -0.8701 -1.0676 0.3502
H -2.1323 -2.3260 0.4513
H -3.4297 -0.9423 2.0312
H -2.3649 0.4562 1.7336
C -3.9618 -1.1338 -0.9976
O -4.1106 -2.4023 -0.9370
O -4.8606 -0.3887 -0.1782
H -5.5003 -1.0423 0.1329
O -4.0768 -0.5591 -2.2904
H -3.1255 -0.5442 -2.6154
```

---

Record 11
Below is a structure of composition C4H6OPb in a non-equilibrium geometry, with properties calculated with wB97M-V/def2-TZVPD.

Properties
Multiplicity: 1
Calculated total energy (eV): -11519.728
LUMO energy (eV): -11.379
Total charge: +2

Structure (XYZ):
```
12
C4H6OPb wB97M-V/def2-TZVPD
C -1.3443 1.0509 -0.0009
C -1.1240 -0.3558 0.3979
C -0.0029 -1.0995 0.1862
C 1.1585 -0.5368 -0.4226
O 2.1721 -0.2268 0.2427
Pb 4.0778 0.4927 0.0714
H -1.3806 1.6747 0.9052
H -2.3234 1.1360 -0.4960
H -2.0131 -0.8953 0.7359
H 0.0614 -2.1256 0.5508
H 1.2214 -0.5384 -1.5232
H -0.5029 1.4239 -0.6474
```

---

Record 12
Below is the molecule C4H6OS in a non-equilibrium geometry, with properties calculated with wB97M-V/def2-TZVPD.

Properties
Multiplicity: 1
Calculated total energy (eV): -17126.485
LUMO energy (eV): -0.338
SMILES: C[C@H](C=O)C=S
Total charge: 0
Relative energy (zero: lowest compared OMol25 entry of this formula, charge and spin) (kJ/mol): 158.7

Structure (XYZ):
```
12
C4H6OS wB97M-V/def2-TZVPD
C 1.2620 -1.2733 -0.7414
C 0.4408 -0.6336 0.3395
C -0.7092 -1.4295 0.8714
O -1.8494 -1.3501 0.4763
C -0.1966 0.5736 -0.3327
S 0.3794 2.0971 -0.2395
H 1.9330 -0.4672 -1.1220
H 0.6789 -1.6667 -1.5778
H 1.9024 -2.0506 -0.3252
H 1.0916 -0.2234 1.1259
H -0.4682 -2.0743 1.7250
H -1.1942 0.3066 -0.6261
```